Molecular formula: C4H8FOP
Method: DFT, ωB97M-V/def2-TZVPD

Geometry (Å):
C  1.23464  0.20050  0.71233
C  2.10883  0.86485  1.65991
C  -2.03417  -0.82269  -0.53470
C  1.53099  -0.80062  -0.09362
O  0.05529  0.68931  0.43562
F  2.42979  -1.74180  -0.22841
P  -0.15981  -0.79067  -0.85887
H  3.03718  1.08631  1.10131
H  1.48079  1.80932  1.73343
H  2.36388  0.39230  2.62095
H  -2.69480  -0.70167  -1.34113
H  -2.11764  0.08808  0.03947
H  -2.15194  -1.61548  0.11374
H  0.10060  -1.93034  -1.75975
H  -0.07568  0.08508  -2.02224

ΔE to the lowest compared entry with this formula, charge and spin: 4.094 eV
multiplicity: 1
lowest unoccupied orbital energy: 0.0275 Eh
DFT total energy: -673.55119 Ha
charge: 0
HOMO-LUMO gap: 8.98 eV

---

Molecular formula: C4H8FeI3O8S2
Method: DFT, ωB97M-V/def2-TZVPD

Geometry (Å):
Fe  -0.62196  0.84983  -0.36414
I  1.40551  1.75232  -1.90475
I  -2.04763  2.39830  1.29372
I  -0.95814  -1.82081  0.23043
C  4.42216  0.94990  3.45042
C  3.36258  0.52498  4.53613
O  2.09975  0.50587  3.86090
S  2.08499  1.50191  2.48757
O  2.02612  2.92218  2.93200
O  1.14167  0.90435  1.53967
O  3.73827  1.06665  2.24276
H  5.25076  0.24984  3.34339
H  4.95209  1.89744  3.54762
H  3.18095  1.16934  5.39631
H  3.59893  -0.51067  4.78040
C  -4.08725  -1.87147  -3.35446
C  -2.65527  -2.40806  -3.49051
O  -1.83178  -1.35861  -3.90493
S  -2.43218  0.12761  -3.41339
O  -2.58001  1.13099  -4.47634
O  -1.87769  0.60521  -2.17462
O  -3.89148  -0.51941  -3.06445
H  -4.69402  -2.26811  -2.54046
H  -4.70423  -2.00153  -4.24357
H  -2.64380  -3.22448  -4.21260
H  -2.23833  -2.57356  -2.49711

expectation value of S²: 8.767
multiplicity: 6
lowest unoccupied orbital energy (spin up / spin down): 0.0061 / -0.1014 Eh
DFT total energy: -3712.24913 Ha
charge: 0
HOMO-LUMO gap (spin up / spin down): 9.37 / 5.96 eV

---

Molecular formula: C4H8IN2
Method: DFT, ωB97M-V/def2-TZVPD

Geometry (Å):
C  0.12265  0.50634  -1.32198
C  1.45149  -1.05521  0.09136
C  0.27134  -0.41873  -0.14063
C  -0.83903  1.66862  0.64629
N  0.28438  1.05190  -0.01754
N  1.61257  -2.27182  0.59474
I  3.23319  0.05142  -0.35510
H  1.05529  0.60534  -1.91282
H  -0.91004  0.46117  -1.72961
H  -0.60139  -1.06844  0.24174
H  -0.68386  2.82983  0.76676
H  -1.86365  1.66984  0.08103
H  -0.95828  1.14630  1.60965
H  0.93210  -2.82124  1.10795
H  2.47072  -2.73819  0.49508

ΔE to the lowest compared entry with this formula, charge and spin: 2.681 eV
structure (SMILES): CN1C[C@H]1C(=[NH2+])I
multiplicity: 1
lowest unoccupied orbital energy: -0.1847 Eh
DFT total energy: -564.08098 Ha
charge: +1
HOMO-LUMO gap: 8.77 eV

---

Molecular formula: C4H8INO2
Method: DFT, ωB97M-V/def2-TZVPD

Geometry (Å):
C  -1.04472  2.33972  -0.72813
C  0.96482  0.01951  -0.52024
C  -0.85993  -1.33227  0.42005
C  -1.07251  1.25183  0.38826
N  -0.40822  -0.23552  -0.39522
O  -0.22304  3.31428  -0.48521
O  -1.82118  2.22849  -1.61645
I  -0.06542  1.73467  2.21090
H  1.00237  0.79658  -1.25152
H  1.67232  0.35859  0.37564
H  1.31653  -0.79472  -0.98821
H  -1.91910  -1.37164  0.38381
H  -0.46792  -2.24132  0.11665
H  -0.52709  -1.10924  1.56011
H  -2.17476  1.13969  0.52156
H  0.28646  3.15195  0.33359

ΔE to the lowest compared entry with this formula, charge and spin: 2.889 eV
structure (SMILES): CN(C)[C@@H](I)C(=O)O
multiplicity: 1
lowest unoccupied orbital energy: 0.0032 Eh
DFT total energy: -660.06009 Ha
charge: 0
HOMO-LUMO gap: 9.42 eV

---

Molecular formula: C4H8INS
Method: DFT, ωB97M-V/def2-TZVPD

Geometry (Å):
C  0.84047  -0.38852  0.61178
C  1.36507  0.45691  -0.17444
C  1.26475  -0.49981  2.07421
C  -2.04563  1.03002  -0.81461
N  -0.23242  -0.34634  -1.98756
S  -1.48064  -0.74175  -1.01181
I  0.72827  -1.82409  -3.02643
H  -0.01479  -1.09749  0.31220
H  1.59611  1.27957  -0.78015
H  0.66546  -1.21449  2.46378
H  2.32744  -0.64973  2.06094
H  1.11255  0.55277  2.58028
H  -1.06154  1.49386  -0.85339
H  -2.38390  0.95007  0.15449
H  -2.68121  0.99902  -1.60930

ΔE to the lowest compared entry with this formula, charge and spin: 6.081 eV
multiplicity: 1
lowest unoccupied orbital energy (spin up / spin down): -0.0142 / 0.0022 Eh
DFT total energy: -907.60584 Ha
charge: 0
HOMO-LUMO gap (spin up / spin down): 7.16 / 7.79 eV

---

Molecular formula: C4H8INS
Method: DFT, ωB97M-V/def2-TZVPD

Geometry (Å):
C  -0.82197  -0.16816  -0.03812
C  1.49716  0.28118  0.31583
C  0.35371  -1.54720  1.58947
C  -0.97383  1.92374  -2.48670
N  0.24484  -0.47764  0.53997
S  -2.41121  -0.48312  -0.07230
I  -2.88715  1.26700  -2.57561
H  1.12654  1.02538  -0.37650
H  1.80987  0.63505  1.36471
H  2.16127  -0.49376  0.08867
H  0.39555  -1.10666  2.61758
H  -0.55943  -2.07593  1.52534
H  1.26188  -2.24900  1.46763
H  -0.78044  2.40392  -1.54485
H  -0.41678  1.06521  -2.41511

ΔE to the lowest compared entry with this formula, charge and spin: 4.709 eV
multiplicity: 1
lowest unoccupied orbital energy (spin up / spin down): -0.0130 / -0.0219 Eh
DFT total energy: -907.65626 Ha
charge: 0
HOMO-LUMO gap (spin up / spin down): 7.64 / 6.69 eV

---

Molecular formula: C4H8N
Method: DFT, ωB97M-V/def2-TZVPD

Geometry (Å):
C  0.70892  -1.46352  -0.07869
C  0.19751  -0.23576  0.40084
C  0.33717  0.27552  1.62811
C  -0.47324  1.16995  -1.36336
N  -0.82982  0.36158  -0.51431
H  1.50929  -1.90365  0.61388
H  0.05336  -2.27030  -0.29386
H  1.27521  -1.27775  -1.03545
H  -0.35010  1.06655  2.02359
H  1.01027  0.12342  2.37837
H  -1.11622  1.86223  -2.04090
H  0.61659  1.33818  -1.39329
H  -1.81182  0.05314  -0.17361

expectation value of S²: 0.753
ΔE to the lowest compared entry with this formula, charge and spin: 2.174 eV
multiplicity: 2
lowest unoccupied orbital energy (spin up / spin down): 0.0366 / 0.0361 Eh
DFT total energy: -211.80726 Ha
charge: 0
HOMO-LUMO gap (spin up / spin down): 5.98 / 10.68 eV

---

Molecular formula: C4H8N
Method: DFT, ωB97M-V/def2-TZVPD

Geometry (Å):
C  1.35457  0.61771  -2.08436
C  1.18517  1.20267  -0.66281
C  0.03482  0.16983  -1.58432
C  0.39379  0.24458  -0.15052
N  -1.54796  -1.41470  2.84699
H  1.32130  1.39232  -2.83583
H  2.21910  -0.15507  -2.22433
H  1.39831  2.12195  -0.23393
H  -0.87266  0.21237  -2.14582
H  -0.04181  -0.08751  0.69152
H  -1.68644  -2.39601  2.68177
H  -1.79778  -0.85575  2.03886
H  -1.96042  -1.05241  3.66280

ΔE to the lowest compared entry with this formula, charge and spin: 2.820 eV
multiplicity: 1
lowest unoccupied orbital energy: -0.2036 Eh
DFT total energy: -211.56748 Ha
charge: +1
HOMO-LUMO gap: 7.37 eV

---

Molecular formula: C4H8N
Method: DFT, ωB97M-V/def2-TZVPD

Geometry (Å):
C  -2.07054  -0.35214  -0.15238
C  -0.99350  0.34438  0.24535
C  1.08433  -0.96914  0.09661
C  1.29416  0.11211  -0.94281
N  0.43633  0.30113  0.23324
H  -2.88668  0.28522  0.15362
H  -2.22102  -1.29340  -0.57974
H  -1.38376  2.33176  1.22934
H  0.55237  -1.87640  -0.12691
H  1.99811  -1.14722  0.64719
H  2.10805  0.67690  -1.07546
H  0.76384  -0.02918  -1.96192
H  0.67404  0.98746  0.90769

ΔE to the lowest compared entry with this formula, charge and spin: 6.427 eV
multiplicity: 1
lowest unoccupied orbital energy (spin up / spin down): -0.1786 / -0.1932 Eh
DFT total energy: -211.43492 Ha
charge: +1
HOMO-LUMO gap (spin up / spin down): 9.83 / 9.85 eV

---

Molecular formula: C4H8N2
Method: DFT, ωB97M-V/def2-TZVPD

Geometry (Å):
C  1.54372  0.40333  0.07431
N  1.64888  -1.07781  0.20696
C  0.59683  -1.09623  -0.78595
C  0.35056  0.21210  -0.81712
C  -2.14694  0.17381  0.38410
N  -1.13453  0.49780  1.07523
H  2.35302  0.72294  -0.58709
H  1.49931  0.98013  1.00001
H  1.29122  -1.33655  1.13289
H  0.42590  -1.86950  -1.51445
H  -0.25782  0.88682  -1.40094
H  -2.29239  -0.88566  0.15045
H  -2.86240  0.87777  -0.05173
H  -1.01536  1.51103  1.13332

ΔE to the lowest compared entry with this formula, charge and spin: 3.738 eV
multiplicity: 1
lowest unoccupied orbital energy: 0.0374 Eh
DFT total energy: -266.58462 Ha
charge: 0
HOMO-LUMO gap: 9.14 eV

---

Molecular formula: C4H8N2
Method: DFT, ωB97M-V/def2-TZVPD

Geometry (Å):
C  -1.29808  1.28076  -0.01036
C  -1.24477  -0.15060  -0.14897
C  -2.20739  -1.13425  0.00486
C  0.14504  -0.55988  0.04410
H  -0.96820  1.26972  1.07068
H  -2.36100  1.63235  0.02973
H  -0.67003  1.70407  -0.84407
H  0.93117  1.12659  -0.36626
H  -1.70055  -2.13453  0.04473
H  0.40740  -1.62902  0.24527
H  2.92091  -0.52962  0.65113
H  2.36236  -0.99881  -0.90158
N  1.15278  0.17724  0.34147
N  2.53036  -0.05401  -0.16074

ΔE to the lowest compared entry with this formula, charge and spin: 7.378 eV
multiplicity: 1
lowest unoccupied orbital energy: -0.0169 Eh
DFT total energy: -266.45086 Ha
charge: 0
HOMO-LUMO gap: 7.01 eV

---

Molecular formula: C4H8N2
Method: DFT, ωB97M-V/def2-TZVPD

Geometry (Å):
C  -0.12002  -0.83871  1.60659
C  0.69464  -0.19601  0.48477
C  -0.10001  0.68640  -0.48845
N  0.72527  1.01919  -1.64188
C  -1.36820  0.00488  -0.85212
N  -2.32669  -0.57342  -1.14600
H  -0.87444  -1.52573  1.20714
H  -0.63832  -0.09503  2.22290
H  0.54205  -1.41015  2.26425
H  1.49671  0.42648  0.89146
H  1.17794  -0.98337  -0.10707
H  -0.36818  1.62879  0.00361
H  0.91036  0.18310  -2.18970
H  0.24888  1.67358  -2.25548

ΔE to the lowest compared entry with this formula, charge and spin: 0.218 eV
structure (SMILES): CC[C@@H](N)C#N
multiplicity: 1
lowest unoccupied orbital energy: 0.0340 Eh
DFT total energy: -266.71400 Ha
charge: 0
HOMO-LUMO gap: 11.28 eV